# 1
{
  "formula": "C26H23ClDyF5N7O3SSe",
  "method": "wB97M-V/def2-TZVPD",
  "multiplicity": 6,
  "charge": 1,
  "e_homo_ev": [-10.22, -10.19],
  "e_above_lowest_kj_mol": 0.00,
  "lumo_energy_ev": [-2.5672, -2.5612],
  "symbols": ["Dy", "Cl", "C", "C", "C", "C", "O", "C", "C", "O", "C", "H", "H", "H", "H", "C", "C", "C", "N", "N", "C", "N", "S", "H", "H", "H", "H", "H", "H", "H", "C", "N", "C", "N", "O", "H", "H", "H", "H", "H", "H", "F", "C", "C", "F", "C", "F", "C", "Se", "C", "F", "C", "F", "N", "C", "N", "C", "C", "C", "C", "C", "C", "H", "H", "H", "H", "H", "H"],
  "positions_angstrom": [[0.27152, 0.63702, -0.05199], [6.51862, 3.48834, -3.38406], [5.07292, 3.16769, -2.52280], [4.12657, 4.13602, -2.40276], [2.94395, 3.89202, -1.76824], [2.59020, 2.61417, -1.29282], [1.44044, 2.31499, -0.66413], [3.54710, 1.61112, -1.44856], [3.45642, 0.27779, -0.92869], [2.53747, -0.22762, -0.27682], [4.83770, 1.88315, -2.01882], [4.24109, 5.11847, -2.95779], [2.21870, 4.72223, -1.63298], [4.30916, -0.35467, -1.17828], [5.58953, 1.07186, -1.94571], [4.11129, 0.33538, 2.44742], [3.41291, 1.19993, 3.51405], [2.08167, 1.90539, 3.02452], [1.25664, 1.39259, 2.15668], [0.13606, 2.07335, 1.93137], [0.02935, 3.11875, 2.72315], [-1.07514, 3.91671, 2.69898], [1.36689, 3.29464, 3.78140], [4.77903, -0.33570, 3.05802], [4.71309, 0.98130, 1.79029], [3.37033, -0.20464, 1.88850], [4.01364, 1.92663, 4.02404], [3.01390, 0.53296, 4.29418], [-1.95925, 3.57428, 2.28070], [-1.10424, 4.73955, 3.32424], [-3.97174, -0.58301, -0.89910], [-3.63057, 0.55461, -1.69144], [-2.54361, 1.26880, -1.40821], [-2.21557, 2.14843, -2.39960], [-1.87436, 1.14985, -0.33694], [-4.52729, -1.29826, -1.48384], [-4.42654, -0.24382, 0.03418], [-3.06271, -1.02390, -0.44744], [-4.00419, 0.60960, -2.62115], [-2.60910, 1.99799, -3.28746], [-1.33955, 2.63231, -2.29927], [-4.11100, -4.20291, -2.86187], [-2.95781, -3.50935, -2.97825], [-1.87746, -3.89955, -2.29662], [-1.85571, -5.10226, -1.69624], [-0.80410, -3.04077, -2.25575], [0.27386, -3.51667, -1.63230], [-0.75081, -1.77654, -2.82639], [0.73703, -0.64421, -2.61654], [-1.88292, -1.44526, -3.55435], [-1.85653, -0.29304, -4.28864], [-3.01140, -2.25765, -3.59067], [-4.12614, -1.85037, -4.18882], [-0.03824, -3.57650, 1.75278], [0.59199, -2.50135, 1.23236], [-0.14007, -1.39898, 1.26448], [-1.30226, -1.82889, 1.85036], [-2.41092, -1.00374, 2.17870], [-3.50941, -1.66568, 2.66592], [-3.47719, -3.03654, 2.94889], [-2.36678, -3.81973, 2.76075], [-1.26927, -3.17162, 2.23326], [0.40114, -4.46488, 1.84849], [1.56664, -2.52317, 0.82876], [-2.50892, 0.03662, 1.97600], [-4.33598, -1.15136, 3.01769], [-4.33467, -3.44681, 3.58462], [-2.28537, -4.92509, 3.02058]],
  "lowdin_spin": [5.07, 0.00, 0.00, 0.00, 0.00, 0.00, -0.01, 0.00, 0.00, -0.01, 0.00, 0.00, 0.00, 0.00, 0.00, 0.00, 0.00, 0.00, -0.01, -0.01, 0.00, 0.00, 0.00, 0.00, 0.00, 0.00, 0.00, 0.00, 0.00, 0.00, 0.00, 0.00, 0.00, 0.00, -0.01, 0.00, 0.00, 0.00, 0.00, 0.00, 0.00, 0.00, 0.00, 0.00, 0.00, 0.00, 0.00, 0.00, -0.01, 0.00, 0.00, 0.00, 0.00, 0.00, 0.00, -0.01, 0.00, 0.00, 0.00, 0.00, 0.00, 0.00, 0.00, 0.00, 0.00, 0.00, 0.00, 0.00]
}

=====

# 2
{
  "formula": "H2N2O4P",
  "method": "wB97M-V/def2-TZVPD",
  "charge": -1,
  "e_homo_ev": -5.58,
  "e_above_lowest_kj_mol": 50.47,
  "lumo_energy_ev": 4.2572,
  "smiles": "N[P@@](=O)([O-])ON=O",
  "symbols": ["N", "P", "O", "O", "O", "N", "O", "H", "H"],
  "positions_angstrom": [[-1.68176, -0.34930, -0.05825], [-0.04716, -0.80985, -0.06031], [0.05354, -1.69654, 1.09696], [0.45591, -1.12567, -1.40053], [0.66266, 0.85817, 0.49220], [1.85884, 0.93362, -0.12311], [2.54814, 1.89189, 0.18662], [-1.69734, 0.34253, 0.74108], [-2.15283, -0.04484, -0.87465]],
  "nbo_charge": [-1.22, 2.41, -1.14, -1.14, -0.61, 0.34, -0.40, 0.38, 0.38]
}

=====

# 3
{
  "formula": "C4H6N2O2",
  "method": "wB97M-V/def2-TZVPD",
  "e_homo_ev": -10.01,
  "e_above_lowest_kj_mol": 204.63,
  "lumo_energy_ev": 0.3355,
  "smiles": "N#CCNCC(=O)O",
  "symbols": ["N", "C", "C", "N", "C", "C", "O", "O", "H", "H", "H", "H", "H", "H"],
  "positions_angstrom": [[-2.65042, 1.54409, -0.33368], [-2.11564, 0.45941, -0.44813], [-1.20462, -0.67666, -0.39825], [-0.55661, -0.74615, 0.92605], [0.32004, 0.37458, 0.96158], [1.52002, 0.55635, -0.08340], [2.29321, 1.43910, -0.07687], [1.56758, -0.56125, -0.83737], [-1.79508, -1.55538, -0.59713], [-0.31814, -0.59839, -1.19615], [0.16578, -1.49840, 0.92835], [-0.31690, 1.32207, 0.74645], [0.84024, 0.39987, 1.86516], [2.25053, -0.45925, -1.45659]],
  "nbo_charge": [-0.31, 0.27, -0.38, -0.57, -0.35, 0.78, -0.56, -0.71, 0.24, 0.25, 0.37, 0.24, 0.23, 0.50]
}

=====

# 4
{
  "formula": "C31H15FeN5O5S4",
  "method": "wB97M-V/def2-TZVPD",
  "charge": -2,
  "e_homo_ev": -1.16,
  "e_above_lowest_kj_mol": 37.17,
  "lumo_energy_ev": 3.1793,
  "symbols": ["Fe", "O", "C", "C", "C", "N", "C", "C", "C", "O", "O", "C", "O", "O", "H", "H", "H", "S", "C", "S", "C", "C", "N", "C", "N", "S", "C", "C", "C", "C", "C", "C", "N", "C", "C", "C", "C", "C", "C", "C", "C", "N", "C", "C", "C", "C", "C", "S", "C", "H", "H", "H", "H", "H", "H", "H", "H", "H", "H", "H", "H"],
  "positions_angstrom": [[-0.14067, 0.54798, 0.24514], [0.39385, 2.75280, 5.59799], [0.28131, 1.97328, 4.48462], [1.41910, 1.56190, 3.79075], [1.24076, 0.93331, 2.57601], [0.01459, 0.71005, 2.11663], [-1.08679, 1.00352, 2.80182], [-0.99360, 1.62321, 4.03070], [-2.35487, 0.63873, 2.01820], [-3.42531, 0.57781, 2.61588], [-2.13309, 0.36446, 0.78494], [2.32065, 0.47719, 1.59034], [3.46985, 0.31339, 1.98458], [1.84785, 0.22349, 0.42485], [1.03790, 3.45927, 5.38678], [2.41113, 1.81676, 4.13629], [-1.87888, 1.93962, 4.56279], [-0.60778, 2.92125, 0.18520], [0.65375, 3.74778, 1.07538], [2.28210, 3.62204, 0.65585], [0.23525, 4.46393, 2.22929], [-1.12253, 4.75354, 2.52862], [-2.20811, 5.06333, 2.78079], [1.12874, 4.79068, 3.27019], [1.77725, 4.97020, 4.21750], [-0.11115, -4.07173, 3.59909], [-0.17563, -5.65690, 4.23020], [-0.29776, -6.58915, 3.24465], [-0.33997, -6.00495, 1.95461], [-0.24973, -4.63772, 1.97647], [-0.25758, -3.70613, 0.84298], [-0.22981, -2.31221, 1.06416], [-0.23624, -1.43337, 0.09272], [-0.25258, -1.87602, -1.18001], [-0.28444, -3.23171, -1.51787], [-0.29248, -3.57956, -2.91390], [-0.25052, -2.62664, -3.87283], [-0.19482, -1.22761, -3.54056], [-0.11540, -0.19067, -4.47765], [-0.03262, 1.11845, -4.04043], [-0.04814, 1.36643, -2.65061], [-0.14543, 0.40983, -1.75386], [-0.20428, -0.87036, -2.19065], [0.07237, 2.24146, -4.97908], [0.13612, 2.20335, -6.34819], [0.23369, 3.48759, -6.93702], [0.24276, 4.48154, -6.00442], [0.13479, 3.86893, -4.41535], [-0.28883, -4.15353, -0.46524], [-0.12008, -5.81742, 5.29430], [-0.35671, -7.65193, 3.43041], [-0.43857, -6.57866, 1.04466], [-0.21007, -1.89592, 2.06501], [-0.32409, -4.62845, -3.18551], [-0.24888, -2.90681, -4.92009], [-0.10841, -0.42633, -5.53499], [0.01294, 2.36611, -2.22536], [0.11781, 1.28587, -6.91851], [0.29644, 3.66396, -8.00135], [0.31052, 5.54443, -6.16960], [-0.30566, -5.21365, -0.68728]],
  "nbo_charge": [0.85, -0.72, 0.36, -0.29, 0.13, -0.44, 0.13, -0.27, 0.76, -0.69, -0.74, 0.77, -0.69, -0.74, 0.52, 0.25, 0.25, -0.32, -0.18, -0.29, -0.58, 0.34, -0.45, 0.40, -0.54, 0.50, -0.43, -0.26, -0.25, -0.24, -0.02, 0.09, -0.35, 0.24, -0.10, -0.20, -0.19, -0.01, -0.17, -0.09, 0.09, -0.36, 0.13, -0.21, -0.25, -0.27, -0.43, 0.53, -0.15, 0.23, 0.21, 0.21, 0.22, 0.20, 0.20, 0.20, 0.26, 0.21, 0.21, 0.23, 0.20]
}

=====

# 5
{
  "formula": "C15H29BrF3N4O2S2Sn",
  "method": "wB97M-V/def2-TZVPD",
  "charge": 3,
  "e_homo_ev": [-17.54, -17.54],
  "e_above_lowest_kj_mol": 93.78,
  "lumo_energy_ev": [-11.8030, -11.8043],
  "symbols": ["Sn", "N", "N", "C", "N", "S", "H", "H", "H", "H", "H", "F", "C", "F", "F", "Br", "C", "C", "C", "C", "N", "C", "H", "H", "H", "H", "C", "C", "O", "H", "H", "H", "H", "H", "H", "C", "C", "C", "S", "O", "C", "C", "C", "H", "H", "H", "H", "H", "H", "H", "H", "H", "H", "H", "H", "H", "H"],
  "positions_angstrom": [[-0.53101, -1.60925, -0.34352], [-3.28399, -1.32618, -0.91527], [-3.92751, -2.33306, -1.65668], [-3.25226, -3.33431, -2.22712], [-3.93299, -4.23660, -2.91033], [-1.53388, -3.50588, -2.10847], [-3.73087, -1.28904, -0.00837], [-3.48003, -0.45002, -1.38132], [-4.93042, -2.24579, -1.77640], [-4.93428, -4.18865, -3.02711], [-3.44883, -5.01120, -3.34130], [-0.74620, -3.40085, 2.48805], [-1.44609, -2.41198, 2.04329], [-1.39691, -1.38601, 2.80721], [-2.65213, -2.77029, 1.74159], [-0.22423, 3.01241, -4.32719], [0.42886, 1.29037, -3.96793], [1.33003, 0.62541, -4.78983], [1.79091, -0.62922, -4.40431], [1.33211, -1.22502, -3.23389], [0.42622, -0.59451, -2.39845], [0.01779, 0.65414, -2.79586], [1.69145, 1.08847, -5.69521], [2.49319, -1.17099, -5.02481], [1.70098, -2.20037, -2.96562], [-0.63278, 1.19211, -2.12088], [3.57938, -3.45412, 1.01665], [2.54165, -2.45173, 1.44692], [1.80770, -1.87063, 0.21788], [4.07567, -3.84481, 1.92037], [4.35458, -2.95756, 0.42314], [3.14523, -4.28233, 0.45720], [2.94132, -1.58563, 1.95267], [1.74133, -2.87938, 2.04044], [2.44656, -1.72464, -0.49809], [1.58014, 4.77461, -0.13680], [0.84565, 3.72170, 0.69358], [1.62033, 2.40982, 0.70437], [0.98943, 1.00214, 1.62111], [-0.29177, 0.44695, 0.72557], [0.31539, 1.66758, 3.16944], [-1.09003, 2.28424, 3.12145], [-1.55847, 2.67944, 4.53435], [1.04588, 5.71664, -0.18113], [1.71279, 4.43655, -1.16588], [2.56583, 4.96970, 0.27511], [-0.15574, 3.54790, 0.31160], [0.71684, 4.08786, 1.71439], [2.62725, 2.52971, 1.11586], [1.75056, 1.97282, -0.29375], [1.08450, 2.39673, 3.46827], [0.39278, 0.81904, 3.85667], [-1.77421, 1.54847, 2.69758], [-1.10644, 3.13910, 2.46021], [-1.60178, 1.80565, 5.18731], [-2.54164, 3.13971, 4.49650], [-0.88783, 3.41077, 4.98674]],
  "nbo_charge": [1.56, -0.64, -0.42, 0.36, -0.71, -0.12, 0.40, 0.40, 0.43, 0.44, 0.45, -0.26, 1.03, -0.26, -0.27, 0.20, -0.12, -0.12, -0.21, 0.03, -0.54, 0.01, 0.27, 0.27, 0.22, 0.23, -0.66, -0.03, -0.82, 0.28, 0.23, 0.23, 0.21, 0.19, 0.51, -0.61, -0.42, -0.57, 1.17, -1.05, -0.56, -0.41, -0.61, 0.25, 0.21, 0.23, 0.21, 0.22, 0.26, 0.24, 0.27, 0.25, 0.21, 0.22, 0.22, 0.24, 0.23]
}

=====

# 6
{
  "formula": "C35H32Co2N2O6P",
  "method": "wB97M-V/def2-TZVPD",
  "charge": -1,
  "e_homo_ev": -4.39,
  "e_above_lowest_kj_mol": 0.00,
  "lumo_energy_ev": 2.4071,
  "symbols": ["C", "C", "C", "C", "C", "C", "N", "P", "H", "N", "C", "C", "C", "C", "C", "C", "C", "C", "C", "C", "C", "C", "C", "C", "H", "H", "H", "H", "H", "H", "H", "H", "H", "H", "H", "H", "H", "H", "H", "H", "H", "H", "H", "H", "H", "H", "H", "H", "O", "C", "Co", "C", "O", "C", "O", "C", "C", "C", "C", "C", "C", "C", "C", "C", "Co", "C", "O", "C", "O", "C", "O", "H", "H", "H", "H", "H", "H", "H"],
  "positions_angstrom": [[0.75191, 3.49515, -3.55939], [-0.57908, 2.81117, -3.45939], [-0.90398, 1.79541, -4.36291], [-2.12217, 1.12136, -4.29492], [-2.42598, 0.05898, -5.30891], [-3.03126, 1.46436, -3.27538], [-4.27563, 0.75745, -3.16839], [-4.38195, -0.89513, -2.66824], [-4.83763, -0.44935, -1.09899], [-6.01141, -0.91576, -3.24003], [-6.75975, -2.12120, -3.45951], [-7.89503, -2.38652, -2.67098], [-8.30359, -1.45427, -1.57144], [-8.63379, -3.54511, -2.92576], [-8.26583, -4.43822, -3.93661], [-9.06027, -5.68933, -4.16836], [-7.14447, -4.14356, -4.71873], [-6.38805, -2.99300, -4.50137], [-5.22343, -2.69397, -5.39696], [-6.47173, 0.34089, -3.59276], [-5.49737, 1.28048, -3.55097], [-2.74154, 2.50735, -2.37587], [-3.71336, 2.89447, -1.30624], [-1.51180, 3.16293, -2.47840], [0.85790, 4.24718, -2.77242], [1.57475, 2.77432, -3.46324], [0.87169, 3.99107, -4.53172], [-0.19032, 1.52504, -5.14460], [-3.49064, -0.00927, -5.55640], [-1.88847, 0.29567, -6.23662], [-2.07372, -0.93205, -4.98951], [-9.10029, -1.92147, -0.98253], [-7.47894, -1.22309, -0.88443], [-8.69978, -0.50283, -1.95416], [-9.51373, -3.75623, -2.31472], [-8.65126, -6.25089, -5.01382], [-9.04398, -6.34051, -3.28454], [-10.11190, -5.45981, -4.38212], [-6.85708, -4.82560, -5.52238], [-5.23758, -3.40912, -6.22837], [-5.27243, -1.68894, -5.83561], [-4.25487, -2.81050, -4.89148], [-7.49460, 0.46444, -3.91233], [-5.57134, 2.31984, -3.82826], [-3.32546, 3.76726, -0.76808], [-4.69456, 3.17254, -1.71238], [-3.87419, 2.09938, -0.56556], [-1.27627, 3.96311, -1.77309], [-7.04594, -2.20879, 4.53477], [-7.46708, -1.25210, 4.03878], [-8.02669, 0.21339, 3.29995], [-9.15161, -0.55073, 2.19115], [-9.90251, -1.13117, 1.52841], [-8.97590, 0.83032, 4.63664], [-9.62451, 1.12055, 5.54960], [-6.16073, 1.01518, 3.01755], [-5.27986, 1.00558, 4.18909], [-5.73306, 1.42290, 5.45970], [-4.95988, 1.18885, 6.59984], [-3.69683, 0.60737, 6.48424], [-3.18443, 0.31185, 5.21733], [-3.95138, 0.53946, 4.07094], [-5.93874, 0.99748, 1.63375], [-5.42220, 0.38332, 0.53518], [-7.09978, 2.26735, 2.13738], [-7.84454, 3.22914, 3.44929], [-8.31092, 3.95326, 4.22191], [-8.56256, 1.92672, 1.15306], [-9.45605, 1.94895, 0.41766], [-6.35047, 3.62250, 1.28833], [-5.87209, 4.51817, 0.73285], [-6.71178, 1.91171, 5.54238], [-5.36377, 1.46352, 7.57772], [-3.11085, 0.39702, 7.37231], [-2.18131, -0.10659, 5.10365], [-3.55859, 0.32861, 3.06844], [-5.74053, 0.85642, -0.39437], [-4.77701, -0.48495, 0.67850]],
  "mulliken_charge": [-1.50, 0.84, -1.05, 1.39, -1.58, -1.04, 0.95, -0.41, -0.21, 1.06, -0.94, 1.42, -1.21, -1.13, 0.75, -1.48, -1.16, 1.04, -1.24, -0.66, -0.50, 1.30, -0.96, -1.32, 0.34, 0.33, 0.32, 0.39, 0.26, 0.44, 0.29, 0.38, 0.11, 0.31, 0.40, 0.34, 0.31, 0.33, 0.23, 0.38, 0.23, 0.29, 0.46, 0.49, 0.36, 0.29, 0.07, 0.28, -0.42, 0.02, 0.15, 0.20, -0.45, 0.08, -0.43, 1.04, 0.75, -0.24, -0.74, -0.44, -0.52, -0.48, -0.06, -0.84, -0.26, 0.45, -0.43, 0.01, -0.39, -0.05, -0.42, 0.26, 0.36, 0.36, 0.35, 0.29, 0.61, 0.19]
}